Record 1
116
Properties=species:S:1:pos:R:3:forces:R:3 method="wB97M-V/def2-TZVPD" homo_energy_ha=-0.2436 gap_ha=0.263
Tl -0.9868 -0.0314 0.2449 0.0 -0.2 0.0
C -2.8121 -2.0422 2.5313 0.0 0.0 0.0
Si -0.9984 -1.7253 2.1226 -0.1 0.0 0.0
C -0.3854 -3.4008 1.4492 0.0 0.0 0.1
C 0.0858 -4.3810 2.3330 0.0 0.0 0.0
C 0.5556 -5.6021 1.8825 0.0 0.0 0.0
C 0.5806 -5.8792 0.5198 0.0 0.0 0.0
C 0.1087 -4.9349 -0.3719 0.0 0.0 0.0
C -0.3930 -3.7130 0.0860 0.1 0.0 -0.1
P -1.0327 -2.4993 -1.1146 0.0 0.1 0.0
C 0.2456 -2.5048 -2.4116 0.1 0.0 0.1
C 1.5132 -2.0592 -2.0211 0.0 0.0 0.0
C 2.5234 -1.9237 -2.9579 0.0 0.0 0.0
C 2.2799 -2.2241 -4.2934 0.0 0.0 0.0
C 1.0288 -2.6764 -4.6822 0.0 0.0 0.0
C 0.0125 -2.8192 -3.7443 0.0 0.0 0.0
C -2.5103 -3.2504 -1.8563 0.0 -0.1 0.0
C -3.0027 -4.5044 -1.5050 0.0 0.0 0.0
C -4.1788 -4.9774 -2.0747 0.0 0.0 0.0
C -4.8663 -4.2079 -2.9998 0.0 0.0 0.0
C -4.3863 -2.9513 -3.3477 0.0 0.0 0.0
C -3.2242 -2.4706 -2.7691 0.0 0.0 0.0
C -0.0811 -1.3405 3.7374 0.0 0.0 0.0
C -0.6003 -1.9496 4.8858 0.0 0.0 0.0
C -0.0471 -1.7559 6.1424 0.0 0.0 0.0
C 1.0537 -0.9291 6.2775 0.0 0.0 0.0
C 1.5918 -0.3119 5.1587 0.0 0.0 0.0
C 1.0480 -0.5052 3.8895 0.0 0.0 0.0
P 1.7418 0.3987 2.4375 -0.1 0.0 0.0
C 2.8775 -0.8369 1.6988 0.0 0.0 0.0
C 3.8185 -0.4070 0.7588 0.0 0.0 0.0
C 4.5861 -1.3204 0.0545 0.0 0.0 0.0
C 4.4183 -2.6853 0.2612 0.0 0.0 0.0
C 3.5039 -3.1227 1.2056 0.0 0.0 0.0
C 2.7526 -2.2023 1.9273 0.0 -0.1 0.0
C 2.9201 1.5754 3.1945 0.0 0.0 0.0
C 4.1893 1.2316 3.6604 0.0 0.0 0.0
C 5.0204 2.1944 4.2109 0.0 0.0 0.0
C 4.5930 3.5135 4.3062 0.0 0.0 0.0
C 3.3351 3.8674 3.8431 0.0 0.0 0.0
C 2.5074 2.9032 3.2832 0.0 0.0 0.0
H -2.9614 -2.9141 3.1723 0.0 0.0 0.0
H -3.3502 -2.2256 1.5968 0.0 0.0 0.0
H -3.2667 -1.1711 3.0084 0.0 0.0 0.0
H 0.1072 -4.1744 3.3980 0.0 0.0 0.0
H 0.9195 -6.3352 2.5920 0.0 0.0 0.0
H 0.9674 -6.8235 0.1586 0.0 0.0 0.0
H 0.1314 -5.1384 -1.4368 0.0 0.0 0.0
H 1.7109 -1.8167 -0.9799 0.0 0.0 0.0
H 3.4994 -1.5753 -2.6427 0.0 0.0 0.0
H 3.0667 -2.1072 -5.0276 0.0 0.0 0.0
H 0.8372 -2.9190 -5.7196 0.0 0.0 0.0
H -0.9635 -3.1676 -4.0592 0.0 0.0 0.0
H -2.4777 -5.1114 -0.7800 0.0 0.0 0.0
H -4.5561 -5.9513 -1.7905 0.0 0.0 0.0
H -5.7812 -4.5796 -3.4427 0.0 0.0 0.0
H -4.9280 -2.3387 -4.0568 0.0 0.0 0.0
H -2.8699 -1.4757 -3.0183 0.0 0.0 0.0
H -1.4717 -2.5886 4.8017 0.0 0.0 0.0
H -0.4801 -2.2422 7.0074 0.0 0.0 0.0
H 1.4969 -0.7576 7.2503 0.0 0.0 0.0
H 2.4462 0.3399 5.2837 0.0 0.0 0.0
H 3.9548 0.6526 0.5793 0.0 0.0 0.0
H 5.3161 -0.9648 -0.6627 0.0 0.0 0.0
H 5.0030 -3.3983 -0.3059 0.0 0.0 0.0
H 3.3653 -4.1812 1.3878 0.0 0.0 0.0
H 2.0690 -2.5602 2.6834 -0.1 0.0 0.0
H 4.5269 0.2044 3.5901 0.0 0.0 0.0
H 6.0038 1.9154 4.5677 0.0 0.0 0.0
H 5.2444 4.2642 4.7349 0.0 0.0 0.0
H 3.0010 4.8951 3.9038 0.0 0.0 0.0
H 1.5324 3.1835 2.8999 0.0 0.0 0.0
C -4.7082 3.3844 1.3862 0.0 0.0 0.0
C -4.3062 1.9136 1.2731 0.0 0.0 0.0
Ge -3.0782 1.4850 -0.2270 0.0 0.1 0.1
C -4.2083 1.0433 -1.7889 0.0 0.0 0.0
C -5.2135 2.1405 -2.1351 0.0 0.0 0.0
C -2.0525 3.1280 -0.6271 0.0 -0.1 0.0
C -0.7808 3.1601 -1.0593 0.0 -0.1 0.0
Ge 0.2050 1.4785 -1.4816 0.0 0.1 0.0
C -0.3754 0.8647 -3.2754 0.0 0.0 0.1
C -0.4656 1.9404 -4.3542 0.0 0.0 0.0
C 2.1571 1.7217 -1.4074 0.0 0.1 0.0
C 2.8479 2.3070 -2.6389 -0.1 0.0 0.0
C -0.0701 4.4646 -1.1483 0.0 0.0 0.0
C 0.4298 4.9497 -2.3563 0.0 0.0 0.0
C 1.0758 6.1755 -2.4163 0.0 0.0 0.0
C 1.2531 6.9313 -1.2655 0.0 0.0 0.0
C 0.7691 6.4563 -0.0555 0.0 0.0 0.0
C 0.1109 5.2360 0.0008 0.0 0.0 0.0
H -5.4292 3.5429 2.1919 0.0 0.0 0.0
H -5.1591 3.7555 0.4636 0.0 0.0 0.0
H -3.8426 4.0157 1.5952 0.0 0.0 0.0
H -5.1932 1.2847 1.1473 0.0 0.0 0.0
H -3.8319 1.5849 2.2006 0.0 0.0 0.0
H -4.7223 0.1023 -1.5721 0.0 0.0 0.0
H -3.5484 0.8471 -2.6392 0.0 0.0 0.0
H -5.9072 2.3138 -1.3098 0.0 0.0 0.0
H -5.8103 1.8854 -3.0145 0.0 0.0 0.0
H -4.7088 3.0868 -2.3420 0.0 0.0 0.0
H -2.5172 4.0961 -0.4259 0.0 0.0 0.0
H -1.3631 0.4178 -3.1192 0.0 0.0 -0.1
H 0.2857 0.0497 -3.5844 0.0 0.1 0.0
H -1.1750 2.7197 -4.0671 0.0 0.0 0.0
H -0.8020 1.5239 -5.3071 0.0 0.0 0.0
H 0.4986 2.4213 -4.5313 0.0 0.0 0.0
H 2.5513 0.7234 -1.2118 0.0 0.0 0.0
H 2.3720 2.3183 -0.5147 0.0 0.0 0.0
H 2.5972 1.7410 -3.5396 0.0 0.0 0.0
H 3.9359 2.2793 -2.5335 0.0 0.0 0.0
H 2.5626 3.3453 -2.8074 0.0 0.0 0.0
H 0.2969 4.3662 -3.2585 0.0 0.0 0.0
H 1.4446 6.5433 -3.3659 0.0 0.0 0.0
H 1.7653 7.8836 -1.3136 0.0 0.0 0.0
H 0.9040 7.0384 0.8478 0.0 0.0 0.0
H -0.2726 4.8569 0.9408 0.0 0.0 0.0

Record 2
118
Properties=species:S:1:pos:R:3:forces:R:3 method="wB97M-V/def2-TZVPD" homo_energy_ha=-0.5815 total_charge=+3 gap_ha=0.216
V -0.0425 -0.0558 0.3598 -0.7 0.0 0.4
N 7.3682 6.9381 -0.6053 -0.2 -0.2 0.0
C 6.5542 6.1382 -0.4621 0.0 0.0 0.0
C 5.5307 5.1339 -0.2823 0.2 0.2 0.0
C 5.5766 4.2888 0.8234 0.0 0.0 0.1
C 4.5991 3.3239 0.9927 0.0 0.0 0.0
C 3.5570 3.2127 0.0687 -0.1 0.0 0.1
C 3.5087 4.0726 -1.0293 0.0 0.0 -0.1
C 4.5001 5.0194 -1.2129 0.0 0.0 -0.1
C 2.4950 2.2029 0.2701 0.1 0.0 -0.1
C 2.8365 0.8709 0.3691 -0.2 -0.2 0.0
C 4.1229 0.2917 0.2819 0.2 -0.2 0.0
C 3.9829 -1.0694 0.4599 0.2 0.1 0.0
C 2.6170 -1.3044 0.6375 -0.3 0.3 -0.1
N 1.9019 -0.1635 0.5770 1.0 -0.1 0.2
C 1.1523 2.6518 0.3885 -0.3 -0.2 0.3
C 0.7330 3.9578 0.4882 0.1 0.2 -0.1
C -0.6596 3.9688 0.7408 0.0 0.2 0.0
C -1.0650 2.6772 0.7879 0.3 -0.2 -0.1
N 0.0192 1.8014 0.5935 0.2 0.7 -0.6
H 6.3764 4.3938 1.5453 0.0 0.0 0.0
H 4.6233 2.6756 1.8615 0.0 0.0 0.0
H 2.7115 3.9799 -1.7580 0.0 0.0 0.0
H 4.4822 5.6749 -2.0739 0.0 0.0 0.0
H 5.0392 0.8338 0.1012 -0.1 0.0 0.0
H 4.7626 -1.8168 0.4561 -0.1 0.1 0.0
H 2.1269 -2.2561 0.7837 0.0 0.0 0.0
H 1.3795 4.8186 0.3989 -0.1 0.0 0.0
H -1.2920 4.8322 0.8804 0.1 0.0 0.0
H -2.0626 2.3294 0.9849 0.0 -0.1 0.0
O -2.0332 0.2425 -0.2224 0.1 -0.2 0.8
C -1.9426 -0.2211 0.8891 -0.4 0.2 0.0
C -2.6646 -0.4945 2.0816 -0.1 0.0 -0.4
C -4.0614 -0.4700 2.2039 0.0 0.0 -0.1
C -4.5970 -0.6249 3.4641 0.0 0.0 0.1
C -3.7544 -0.7822 4.5705 0.0 0.0 0.0
C -2.3663 -0.7954 4.4385 0.0 0.0 0.1
C -1.8168 -0.6675 3.1788 0.2 0.0 0.1
P -0.0318 -0.6315 2.7848 -0.3 -0.1 0.1
C 0.7112 0.4961 3.9786 0.0 0.1 -0.2
C 0.6886 1.8791 3.7791 0.1 -0.1 0.1
C 1.0886 2.7324 4.7945 0.0 0.0 0.0
C 1.5100 2.2143 6.0128 0.0 0.0 0.0
C 1.5396 0.8405 6.2126 0.0 0.0 0.0
C 1.1425 -0.0238 5.2032 0.0 0.0 0.1
C 0.5793 -2.2802 3.1755 0.1 0.0 -0.1
C -0.2931 -3.3615 3.3044 0.0 0.0 0.0
C 0.2022 -4.6097 3.6569 0.0 0.0 0.0
C 1.5620 -4.7832 3.8745 0.0 0.0 0.0
C 2.4374 -3.7075 3.7476 0.0 0.0 0.0
C 1.9515 -2.4593 3.3992 0.0 0.0 0.0
H -4.6934 -0.3275 1.3356 0.0 0.0 0.0
H -5.6706 -0.6086 3.5998 0.0 0.0 0.0
H -4.1923 -0.8928 5.5557 0.0 0.0 0.0
H -1.7341 -0.9037 5.3117 0.0 0.0 0.0
H 0.3640 2.2964 2.8427 -0.1 0.1 -0.1
H 1.0698 3.8043 4.6371 0.0 -0.1 0.0
H 1.8151 2.8817 6.8092 0.0 0.0 0.0
H 1.8750 0.4346 7.1586 0.0 0.0 0.0
H 1.1726 -1.0906 5.3802 0.0 0.0 0.0
H -1.3579 -3.2378 3.1485 0.0 0.0 0.0
H -0.4780 -5.4446 3.7767 0.0 0.0 0.0
H 1.9433 -5.7560 4.1577 0.0 0.0 0.0
H 3.4951 -3.8416 3.9421 -0.1 0.0 0.0
H 2.6305 -1.6173 3.3358 0.0 0.0 0.0
O -0.1095 -1.5058 -0.6316 -0.1 -0.6 -0.6
P -0.0323 -2.5320 -1.8919 0.3 0.0 0.0
C 1.6221 -2.1778 -2.5319 -0.1 0.1 -0.1
C 2.1257 -3.1069 -3.6608 0.1 0.1 0.0
C 3.3883 -2.4884 -4.2678 -0.1 0.1 0.0
C 3.0591 -1.1743 -5.0020 0.0 0.0 0.0
C 1.8492 -0.4482 -4.3886 0.1 -0.1 0.0
C 1.8065 -0.6730 -2.8815 0.2 -0.1 0.0
C -1.4053 -2.2228 -3.0166 0.0 0.1 0.0
C -1.2058 -2.8841 -4.4028 -0.2 0.1 0.0
C -2.5634 -2.9208 -5.1264 0.0 0.1 0.1
C -3.3977 -1.6575 -4.8401 0.1 0.0 0.0
C -2.4787 -0.4804 -4.5292 0.0 -0.1 0.0
C -1.7440 -0.7190 -3.1984 0.0 0.0 -0.1
C -0.0191 -4.1692 -1.0987 -0.1 0.0 0.1
C -0.9268 -4.2443 0.1523 0.0 -0.1 -0.1
C -2.3794 -4.6231 -0.1334 0.1 0.0 -0.1
C -2.4608 -5.9045 -0.9576 0.1 0.0 0.0
C -1.6990 -5.7461 -2.2706 0.1 0.0 0.1
C -0.2289 -5.3899 -2.0276 -0.1 0.0 0.1
H 2.2202 -2.3954 -1.6438 0.1 0.0 0.1
H 1.3840 -3.2194 -4.4479 -0.1 0.0 0.0
H 2.3366 -4.1002 -3.2641 0.0 0.0 0.0
H 3.8450 -3.2000 -4.9533 0.0 0.0 0.0
H 4.1201 -2.3134 -3.4720 0.0 0.0 0.0
H 2.8623 -1.3746 -6.0550 0.0 0.0 0.0
H 3.9286 -0.5160 -4.9716 0.0 0.0 0.0
H 0.9174 -0.7992 -4.8405 0.0 0.0 0.0
H 1.9072 0.6186 -4.6011 0.0 0.0 0.0
H 1.0376 -0.0498 -2.4186 0.0 0.0 0.0
H 2.7564 -0.3442 -2.4495 0.0 0.0 0.0
H -2.2423 -2.7263 -2.5259 -0.1 0.0 0.0
H -0.7882 -3.8859 -4.3423 0.0 -0.1 0.0
H -0.5044 -2.2788 -4.9763 0.0 0.0 0.0
H -3.1173 -3.8136 -4.8304 0.0 0.0 0.0
H -2.3744 -3.0126 -6.1959 0.0 0.0 0.0
H -4.0662 -1.8253 -3.9888 0.0 0.0 0.0
H -4.0394 -1.4302 -5.6889 0.0 0.0 0.0
H -3.0387 0.4514 -4.4614 0.0 0.0 0.0
H -1.7612 -0.3513 -5.3440 0.0 0.0 0.0
H -2.3900 -0.4023 -2.3835 0.0 0.0 0.0
H -0.8442 -0.0994 -3.1628 -0.1 0.0 0.0
H 1.0204 -4.1899 -0.7502 0.1 0.0 0.0
H -0.8786 -3.3108 0.7126 0.0 0.0 0.0
H -0.4894 -5.0052 0.8059 0.0 0.0 -0.1
H -2.8939 -3.8102 -0.6629 0.0 0.0 0.0
H -2.9020 -4.7515 0.8164 0.0 0.0 0.0
H -3.5016 -6.1623 -1.1509 0.0 0.0 0.0
H -2.0293 -6.7313 -0.3828 0.0 0.0 0.0
H -2.1950 -4.9846 -2.8759 0.0 0.1 -0.1
H -1.7364 -6.6710 -2.8470 0.0 0.0 0.0
H 0.3124 -5.2768 -2.9662 0.0 0.0 0.0
H 0.2387 -6.2342 -1.5135 0.0 0.0 0.0

Number 1: energy -200067.2519 eV. Number 2: energy -108694.4244 eV.